# C3H5N

A 2-piece molecular cluster, C3H5N overall at a distorted geometry (ωB97M-V/def2-TZVPD, the OMol25 dataset).

Summary:
HOMO (alpha / beta) (eV): -11.07 / -9.06
Total energy (eV): -4677.0996
Orbital gap (alpha / beta) (eV): 10.11 / 8.41
Energy above the lowest of the compared OMol25 structures with the same formula, charge and spin (kJ/mol): 459.03

```
9
Properties=species:S:1:pos:R:3:forces:R:3:mulliken_charge:R:1
C -0.58411 -0.83905 1.24056 1.43 1.02 -1.77 0.4425
C 0.73440 0.68779 -0.37009 -1.29 -2.15 3.00 -1.2345
C 0.11462 -0.60934 0.03341 -1.45 -0.26 0.38 -0.4902
N -1.15837 -0.95215 2.22061 -0.97 -0.39 1.73 -0.3583
H 1.67983 0.71230 0.02116 2.94 -0.12 0.95 0.4381
H 0.82905 0.70113 -1.36636 -0.09 0.79 -3.67 0.3938
H 0.28646 1.46534 0.17095 -1.14 1.47 -0.06 0.3744
H -0.04571 -1.43684 -0.62419 0.48 -0.22 -0.68 0.4165
H -1.85618 0.27082 -1.32605 0.08 -0.15 0.12 0.0177
```
Positions in Å, forces in eV/Å.